{
  "formula": "C3H24N2O8",
  "method": "ωB97M-V with the def2-TZVPD basis set",
  "homo_energy_ev": -9.1154,
  "total_charge": 0,
  "orbital_gap_ha": 0.3368,
  "max_force_ev_per_a": 4.1,
  "e_above_lowest_kcal_mol": 63.0,
  "smiles": "NCNCCO.O.O.O.O.O.O.O",
  "species": ["C", "C", "O", "N", "C", "N", "H", "H", "H", "H", "H", "H", "H", "H", "H", "H", "H", "H", "O", "H", "H", "O", "H", "H", "O", "H", "H", "O", "H", "H", "O", "H", "H", "O", "H", "H", "O"],
  "coordinates": [[2.677, -0.830, 0.450], [3.069, -2.289, 0.507], [3.757, -2.578, 1.776], [1.692, -0.323, 1.387], [0.764, 0.736, 1.036], [0.326, 0.573, -0.375], [2.610, -0.486, -0.638], [3.575, -0.170, 0.728], [2.297, -3.028, 0.548], [3.866, -2.441, -0.240], [3.583, -1.865, 2.428], [1.141, -1.134, 1.649], [1.175, 1.758, 1.122], [-0.188, 0.703, 1.611], [-0.641, 0.752, -0.368], [0.834, 0.844, -1.225], [-0.825, 0.419, -2.902], [-1.263, -0.931, -2.222], [-1.537, -0.047, -2.474], [-3.995, 0.293, -2.714], [-3.232, -0.692, -1.692], [-4.018, -0.567, -2.199], [-2.057, 0.293, 2.002], [-3.321, -0.273, 2.484], [-2.765, -0.289, 1.690], [-2.626, 0.653, -0.663], [-3.221, 1.966, -0.068], [-2.543, 1.613, -0.647], [-0.629, 2.786, 2.894], [0.455, 1.869, 3.527], [-0.486, 1.996, 3.413], [-0.674, -2.806, -1.090], [0.048, -1.516, -0.845], [0.090, -2.303, -1.398], [0.839, 2.746, -3.175], [0.200, 3.610, -2.228], [1.104, 3.351, -2.449]],
  "lowdin_charge": [-0.26, -0.21, -0.12, -0.07, -0.27, 0.01, 0.12, 0.13, 0.10, 0.12, 0.08, 0.11, 0.11, 0.08, -0.01, 0.08, 0.05, 0.02, -0.06, 0.08, -0.03, -0.08, 0.00, 0.06, -0.05, -0.01, 0.05, -0.07, 0.04, 0.04, -0.05, 0.05, -0.01, -0.06, 0.04, 0.04, -0.07]
}

=====

{
  "formula": "C3H24N2O9S",
  "method": "ωB97M-V with the def2-TZVPD basis set",
  "homo_energy_ev": -9.1710,
  "total_charge": 0,
  "orbital_gap_ha": 0.3405,
  "max_force_ev_per_a": 7.6,
  "e_above_lowest_kcal_mol": 0.0,
  "smiles": "NC(=O)[C@@H](N)CS.O.O.O.O.O.O.O.O",
  "species": ["N", "C", "C", "S", "C", "N", "O", "H", "H", "H", "H", "H", "H", "H", "H", "H", "H", "O", "H", "H", "O", "H", "H", "O", "H", "H", "O", "H", "H", "O", "H", "H", "O", "H", "H", "O", "H", "H", "O"],
  "coordinates": [[-0.343, 1.637, 0.202], [-1.766, 1.503, 0.510], [-2.446, 1.134, -0.809], [-2.103, 2.183, -2.428], [-2.097, 0.261, 1.583], [-2.544, 0.751, 2.768], [-2.188, -0.962, 1.376], [0.200, 1.610, 0.919], [0.019, 0.950, -0.533], [-2.056, 2.560, 0.865], [-3.620, 1.223, -0.545], [-2.247, 0.111, -0.989], [-1.351, 3.148, -1.895], [-2.471, 1.684, 3.027], [-2.756, 0.019, 3.392], [0.437, -2.291, 1.121], [1.511, -1.270, 0.522], [1.412, -2.050, 1.079], [1.624, 2.595, -0.501], [1.465, 2.242, -1.935], [1.963, 2.835, -1.343], [-1.756, -2.033, -3.114], [-2.952, -1.440, -2.375], [-2.165, -1.231, -2.861], [1.693, -0.234, -2.570], [0.115, 0.064, -2.196], [1.039, 0.010, -1.969], [2.998, 1.480, 1.390], [2.568, 0.773, -0.034], [2.381, 0.798, 0.997], [-1.192, -3.199, 0.803], [-0.240, -4.363, 1.088], [-0.577, -3.422, 1.399], [3.030, -1.152, 3.116], [1.764, -1.823, 3.071], [2.342, -1.218, 3.677], [3.970, -0.416, -2.430], [2.964, -1.357, -1.760], [3.371, -1.110, -2.618]],
  "lowdin_charge": [0.05, -0.33, -0.45, 0.67, -0.40, 0.18, 0.02, -0.03, 0.07, 0.15, 0.13, 0.00, -0.17, 0.08, 0.10, -0.01, -0.01, -0.11, -0.04, 0.02, -0.06, 0.03, 0.04, -0.03, -0.01, 0.02, -0.04, 0.09, 0.08, -0.11, -0.04, 0.16, -0.02, -0.07, 0.07, -0.07, 0.03, 0.06, -0.03]
}

=====

{
  "formula": "C3H24N2O9S",
  "method": "ωB97M-V with the def2-TZVPD basis set",
  "homo_energy_ev": -8.9574,
  "total_charge": 0,
  "orbital_gap_ha": 0.3322,
  "max_force_ev_per_a": 8.0,
  "e_above_lowest_kcal_mol": 57.9,
  "species": ["N", "C", "C", "S", "C", "N", "O", "H", "H", "H", "H", "H", "H", "H", "H", "H", "H", "O", "H", "H", "O", "H", "H", "O", "H", "H", "O", "H", "H", "O", "H", "H", "O", "H", "H", "O", "H", "H", "O"],
  "coordinates": [[-2.594, 1.668, 1.965], [-1.782, 0.654, 1.265], [-2.566, -0.659, 1.167], [-2.938, -1.305, 2.839], [-1.638, 1.191, -0.177], [-0.402, 1.435, -0.580], [-2.646, 1.459, -0.823], [-1.989, 2.370, 2.344], [-3.041, -0.116, 3.441], [-3.182, 2.088, 1.264], [-0.842, 0.474, 1.746], [-1.950, -1.434, 0.704], [-3.505, -0.551, 0.630], [0.389, 1.219, -0.016], [-0.076, 1.638, -1.517], [3.010, 1.130, -2.101], [2.133, 0.222, -1.183], [2.521, 0.280, -2.066], [1.819, -2.262, -3.285], [3.092, -1.562, -3.202], [2.746, -2.457, -3.121], [2.894, 0.452, 0.801], [2.718, 1.630, 1.594], [2.631, 1.386, 0.663], [-1.143, -2.911, -1.595], [-1.454, -1.565, -2.308], [-0.681, -2.131, -1.976], [1.637, -0.572, -0.675], [0.245, -1.198, -0.757], [0.798, -0.600, -0.215], [-3.021, 0.192, -2.061], [-3.161, -0.055, -3.484], [-2.899, -0.565, -2.679], [0.775, 0.046, 3.353], [1.147, -0.137, 1.881], [1.481, -0.220, 2.787], [3.329, -0.077, 1.275], [4.060, 0.420, 2.529], [4.090, 0.420, 1.575]],
  "lowdin_charge": [0.05, -0.37, -0.50, 0.70, -0.51, 0.21, 0.01, 0.08, -0.16, 0.08, 0.10, 0.06, 0.08, 0.05, 0.13, 0.09, -0.04, -0.04, 0.01, 0.00, -0.06, -0.07, 0.07, -0.08, 0.08, 0.04, -0.08, 0.00, 0.04, -0.07, 0.02, 0.08, -0.08, 0.03, 0.00, -0.03, 0.01, 0.08, -0.01]
}

=====

{
  "formula": "C3H25N2O13",
  "method": "ωB97M-V with the def2-TZVPD basis set",
  "homo_energy_ev": -6.4039,
  "total_charge": -1,
  "orbital_gap_ha": 0.3202,
  "max_force_ev_per_a": 3.1,
  "e_above_lowest_kcal_mol": 0.0,
  "species": ["O", "C", "N", "C", "N", "C", "O", "O", "H", "H", "H", "H", "H", "H", "H", "O", "H", "H", "O", "H", "H", "O", "H", "H", "O", "H", "H", "O", "H", "H", "O", "H", "H", "O", "H", "H", "O", "H", "H", "O", "H", "H", "O"],
  "coordinates": [[-2.070, 2.816, -1.336], [-2.046, 1.997, -0.415], [-1.401, 2.339, 0.725], [-2.750, 0.647, -0.596], [-2.262, -0.351, 0.372], [-0.999, -0.968, 0.332], [-0.488, -0.986, 1.480], [-0.369, -1.249, -0.722], [-1.340, 1.777, 1.566], [-1.227, 3.319, 0.843], [-2.545, 0.321, -1.607], [-3.796, 0.847, -0.336], [-2.518, -0.139, 1.318], [0.213, -2.939, -3.471], [-0.092, -2.228, -2.101], [-0.491, -2.623, -2.903], [-2.570, 0.574, 3.539], [-1.161, 0.769, 4.244], [-1.746, 1.073, 3.558], [0.730, 0.212, 2.672], [1.547, 0.363, 1.325], [1.511, 0.564, 2.270], [-0.119, 2.949, -2.507], [-0.153, 2.046, -3.734], [0.376, 2.228, -2.953], [2.953, -0.170, -1.907], [4.336, -0.421, -1.288], [3.893, -0.197, -2.105], [2.998, -2.673, 1.452], [3.001, -1.710, 2.477], [3.679, -2.293, 2.075], [1.466, -2.599, 0.229], [2.733, -2.029, -0.294], [2.302, -2.893, -0.173], [-3.366, -2.330, -0.137], [-2.296, -2.884, -1.057], [-3.194, -3.059, -0.749], [1.068, 1.357, -1.431], [0.735, -0.044, -0.728], [1.396, 0.696, -0.791], [1.465, 2.373, 0.225], [1.288, 2.483, 1.713], [1.310, 3.032, 0.928]],
  "lowdin_charge": [-0.01, -0.51, 0.19, -0.07, 0.03, -0.70, -0.04, -0.07, 0.06, 0.11, 0.13, 0.13, 0.10, 0.02, -0.01, -0.08, 0.05, 0.04, -0.04, 0.00, 0.01, -0.06, 0.05, 0.05, -0.06, -0.01, 0.02, -0.06, 0.00, 0.02, -0.11, 0.04, 0.04, -0.05, 0.01, 0.01, -0.07, 0.02, 0.01, -0.09, 0.00, -0.01, -0.09]
}

=====

{
  "formula": "C3H25N2O7S2",
  "method": "ωB97M-V with the def2-TZVPD basis set",
  "homo_energy_ev": -12.1408,
  "total_charge": 1,
  "orbital_gap_ha": 0.3431,
  "max_force_ev_per_a": 2.2,
  "e_above_lowest_kcal_mol": 0.0,
  "species": ["S", "S", "C", "C", "C", "N", "N", "H", "H", "H", "H", "H", "H", "H", "H", "H", "H", "H", "H", "H", "O", "H", "H", "O", "H", "H", "O", "H", "H", "O", "H", "H", "O", "H", "H", "O", "H", "H", "O"],
  "coordinates": [[3.230, 2.539, -0.170], [2.908, 0.485, 0.220], [1.808, 0.465, 1.653], [0.945, -0.810, 1.607], [0.349, -1.290, 0.291], [-0.210, -2.619, 0.424], [-0.293, -0.522, 2.491], [2.192, 2.941, -0.917], [1.177, 1.337, 1.536], [2.325, 0.433, 2.614], [1.413, -1.728, 2.010], [1.071, -1.225, -0.532], [-0.439, -0.622, -0.140], [0.259, -3.376, -0.052], [-1.174, -2.598, 0.117], [-1.118, -1.065, 2.174], [-0.590, 0.485, 2.466], [-0.089, -0.778, 3.456], [-3.503, -1.594, 1.514], [-3.571, -0.343, 2.335], [-2.951, -0.881, 1.851], [-0.912, 2.191, 0.703], [-1.519, 2.428, 2.102], [-1.389, 1.741, 1.434], [-1.212, -0.654, -3.856], [-0.533, -0.233, -2.419], [-0.718, -0.023, -3.326], [-0.013, 2.784, -1.560], [-1.651, 2.449, -1.459], [-0.753, 2.324, -1.149], [-3.530, -1.886, -1.470], [-3.030, -0.951, -0.424], [-2.752, -1.732, -0.934], [-0.020, 2.827, -3.503], [1.376, 2.233, -3.622], [0.892, 2.972, -3.217], [4.087, -1.591, 0.020], [3.997, -1.872, -1.570], [3.939, -2.238, -0.696]],
  "lowdin_charge": [0.41, 0.53, -0.48, -0.31, -0.29, 0.03, 0.18, -0.23, 0.05, 0.09, 0.16, 0.09, 0.11, 0.09, 0.03, 0.10, 0.11, 0.16, 0.07, 0.07, -0.04, 0.03, 0.08, -0.07, 0.05, -0.01, -0.05, 0.01, 0.07, -0.06, 0.06, 0.04, -0.05, 0.05, 0.07, -0.06, -0.03, 0.02, -0.10]
}

=====

{
  "formula": "C3H25NO13",
  "method": "ωB97M-V with the def2-TZVPD basis set",
  "homo_energy_ev": -9.6383,
  "total_charge": 0,
  "orbital_gap_ha": 0.3565,
  "max_force_ev_per_a": 4.0,
  "e_above_lowest_kcal_mol": 23.1,
  "smiles": "O=CCNC(=O)O.O.O.O.O.O.O.O.O.O.O",
  "species": ["O", "C", "C", "N", "C", "O", "O", "H", "H", "H", "H", "H", "H", "H", "O", "H", "H", "O", "H", "H", "O", "H", "H", "O", "H", "H", "O", "H", "H", "O", "H", "H", "O", "H", "H", "O", "H", "H", "O", "H", "H", "O"],
  "coordinates": [[-3.358, 0.856, 2.649], [-3.137, 1.226, 1.520], [-2.662, 0.028, 0.600], [-2.079, 0.671, -0.565], [-0.750, 0.985, -0.753], [0.067, 0.324, 0.095], [-0.318, 1.749, -1.573], [-3.197, 2.252, 1.120], [-2.092, -0.718, 1.152], [-3.691, -0.334, 0.254], [-2.761, 1.226, -1.133], [-0.217, -0.452, 0.695], [2.688, -3.305, -0.518], [1.252, -3.885, -0.302], [2.046, -3.522, 0.168], [0.046, 1.414, 2.853], [-1.058, 1.967, 3.736], [-0.154, 1.612, 3.773], [1.841, 1.776, -1.429], [3.044, 1.543, -0.610], [2.773, 1.359, -1.514], [0.938, -1.685, -3.878], [0.440, -1.305, -2.509], [0.162, -1.311, -3.451], [-2.369, 2.757, -2.637], [-3.101, 1.528, -3.221], [-3.123, 2.170, -2.508], [1.886, -0.494, -0.806], [2.555, -0.414, -2.067], [2.202, -1.123, -1.473], [2.040, 2.289, 1.680], [1.200, 1.506, 0.682], [1.679, 2.351, 0.785], [0.539, -0.698, 2.800], [0.537, -1.870, 1.828], [-0.032, -1.214, 2.227], [-1.200, -1.815, -0.896], [0.256, -2.255, -0.965], [-0.574, -2.450, -0.513], [2.926, -0.245, 1.929], [2.506, -1.668, 1.189], [2.250, -0.827, 1.586]],
  "lowdin_charge": [0.04, -0.19, -0.11, 0.04, -0.59, -0.01, 0.10, 0.13, 0.10, 0.15, 0.09, 0.08, 0.04, 0.06, -0.06, 0.00, 0.04, -0.04, 0.07, 0.03, -0.09, 0.04, -0.01, -0.07, 0.06, 0.07, -0.04, 0.00, 0.06, -0.10, 0.05, -0.01, -0.06, 0.05, 0.03, -0.05, 0.05, 0.00, -0.03, 0.07, 0.04, -0.04]
}

=====

{
  "formula": "C3H26N2O10",
  "method": "ωB97M-V with the def2-TZVPD basis set",
  "homo_energy_ev": -9.6068,
  "total_charge": 0,
  "orbital_gap_ha": 0.3650,
  "max_force_ev_per_a": 4.4,
  "e_above_lowest_kcal_mol": 64.5,
  "smiles": "NCNCC=O.O.O.O.O.O.O.O.O.O",
  "species": ["O", "C", "C", "N", "C", "N", "H", "H", "H", "H", "H", "H", "H", "H", "H", "H", "O", "H", "H", "O", "H", "H", "O", "H", "H", "O", "H", "H", "O", "H", "H", "O", "H", "H", "O", "H", "H", "O", "H", "H", "O"],
  "coordinates": [[1.139, -0.480, 2.472], [0.000, -0.652, 2.088], [-0.304, -0.704, 0.602], [-1.730, -1.006, 0.315], [-1.875, -1.706, -0.997], [-1.280, -1.025, -2.137], [-0.735, -0.793, 2.798], [0.338, -1.439, 0.185], [-0.039, 0.285, 0.109], [-2.124, -1.534, 1.095], [-1.456, -2.752, -0.962], [-3.034, -1.827, -1.133], [-0.304, -0.999, -2.006], [-1.704, -0.140, -2.317], [1.115, -2.972, 1.222], [0.858, -3.185, 2.732], [0.437, -3.011, 1.936], [2.486, -0.530, -2.108], [2.305, -0.017, -0.608], [1.857, -0.502, -1.395], [-1.349, 1.760, 1.511], [0.125, 2.146, 1.645], [-0.643, 1.653, 2.118], [2.341, 0.162, 1.428], [2.385, 1.488, 0.688], [2.837, 0.587, 0.713], [-2.159, 1.922, -1.286], [-2.260, 2.684, -2.645], [-1.847, 1.949, -2.204], [1.094, 0.998, -1.777], [-0.123, 1.909, -2.122], [0.823, 1.908, -1.938], [3.098, -2.346, 0.437], [2.022, -1.940, -0.486], [2.355, -2.696, 0.074], [-2.375, 0.644, 0.271], [-3.537, 1.667, 0.668], [-2.630, 1.615, 0.325], [1.026, 2.499, -0.429], [1.608, 3.628, 0.585], [1.259, 2.752, 0.530]],
  "lowdin_charge": [0.01, -0.26, -0.18, -0.07, -0.27, 0.05, 0.11, 0.06, 0.12, 0.12, 0.12, 0.14, 0.02, 0.03, 0.01, 0.02, -0.04, 0.08, 0.03, -0.11, -0.04, 0.06, -0.08, 0.01, 0.04, -0.06, 0.01, 0.07, -0.05, -0.01, 0.00, -0.05, 0.00, 0.03, -0.02, 0.04, 0.09, -0.08, 0.05, 0.07, -0.07]
}

=====

{
  "formula": "C3H26NO12S",
  "method": "ωB97M-V with the def2-TZVPD basis set",
  "homo_energy_ev": -6.8364,
  "total_charge": -1,
  "orbital_gap_ha": 0.3442,
  "max_force_ev_per_a": 1.9,
  "e_above_lowest_kcal_mol": 0.0,
  "species": ["C", "C", "S", "N", "C", "O", "O", "H", "H", "H", "H", "H", "H", "H", "H", "O", "H", "H", "O", "H", "H", "O", "H", "H", "O", "H", "H", "O", "H", "H", "O", "H", "H", "O", "H", "H", "O", "H", "H", "O", "H", "H", "O"],
  "coordinates": [[0.970, 1.884, 1.405], [0.044, 2.544, 2.471], [-0.616, 4.143, 1.820], [0.836, 0.418, 1.344], [-0.364, -0.221, 1.133], [-1.374, 0.508, 0.855], [-0.421, -1.468, 1.246], [0.713, 2.361, 0.470], [1.998, 2.037, 1.724], [-0.816, 1.962, 2.761], [0.689, 2.793, 3.313], [-1.829, 3.728, 1.429], [1.714, -0.026, 1.558], [-4.376, 0.329, 0.633], [-2.995, 1.080, 0.799], [-3.922, 1.168, 0.495], [-0.123, -3.123, -3.140], [-0.708, -1.777, -3.429], [-0.859, -2.725, -3.603], [2.099, 0.987, -1.684], [1.309, 0.606, -0.404], [1.985, 0.296, -1.024], [-2.008, -2.261, 1.003], [-3.071, -2.009, -0.155], [-2.898, -2.480, 0.661], [-0.305, -4.682, 0.125], [-0.291, -3.119, 0.145], [0.263, -3.912, 0.051], [1.277, -2.244, 2.353], [1.649, -3.136, 1.167], [1.877, -2.954, 2.097], [0.275, 0.677, -3.711], [0.146, -0.074, -2.354], [0.056, -0.163, -3.305], [1.833, 2.857, -1.989], [0.345, 2.364, -2.195], [1.269, 2.297, -2.537], [2.974, -1.898, 1.097], [3.006, -0.754, 0.087], [3.594, -1.298, 0.647], [-1.896, 1.912, -1.653], [-1.012, 1.338, -0.490], [-1.035, 2.032, -1.218]],
  "lowdin_charge": [-0.24, -0.49, 0.68, 0.04, -0.66, -0.07, -0.03, 0.06, 0.12, 0.06, 0.06, -0.15, 0.11, 0.02, -0.01, -0.10, 0.02, -0.02, -0.09, 0.01, 0.00, -0.06, -0.01, 0.02, -0.08, 0.05, 0.01, -0.06, 0.02, 0.01, -0.08, 0.04, 0.02, -0.04, 0.06, 0.01, -0.09, -0.03, -0.02, -0.10, 0.08, 0.02, -0.10]
}